DFT (wB97M-V/def2-TZVPD) results for C4H4N2O3 as an isolated structure.

Last column: Löwdin charge in e.
CARTESIAN COORDINATES (ANGSTROEM)
C  2.04905  -0.68556  -0.19902  -0.127
C  1.95596  0.60257  0.03088  0.064
C  -0.86642  0.07252  0.38518  -0.621
C  -2.24577  -0.11288  -0.17092  0.017
N  2.08064  -1.84540  -0.49941  0.195
N  1.28584  1.63930  0.21259  -0.180
O  -0.40114  -0.63571  1.25481  0.073
O  1.47326  2.76118  0.48680  0.113
O  -0.36835  1.15530  -0.12830  0.073
H  -2.38043  0.05106  -1.20838  0.073
H  -2.60687  -1.07045  0.12659  0.080
H  -2.85871  0.62607  0.32798  0.092
H  2.88294  -2.55800  -0.61879  0.148

Gap between HOMO and LUMO (alpha / beta), eV: 6.6 / 6.6
Multiplicity: 3
Total charge: 0
HOMO energy (alpha / beta), Ha: -0.2614 / -0.3625
LUMO energy (alpha / beta), Eh: -0.0203 / -0.1198


DFT (wB97M-V/def2-TZVPD) results for C19H24Br19F2OPSi as an isolated structure.

Last column: Löwdin charge in e.
CARTESIAN COORDINATES (ANGSTROEM)
C  -0.79001  -1.98630  1.41649  -0.213
Si  -0.51809  -0.41265  0.38733  0.597
C  1.23850  0.16217  0.78614  -0.211
C  -1.79679  0.82666  1.05313  -0.224
C  -1.68661  2.25405  0.46352  -0.206
C  -2.80965  2.67964  -0.45546  -0.727
F  -2.78084  1.95065  -1.60586  0.045
F  -2.52024  3.96994  -0.84238  0.001
P  -4.49393  2.79206  0.35007  1.037
C  -5.31950  1.13628  0.44825  -0.410
C  -5.14332  0.21254  -0.75681  -0.806
O  -5.36090  0.50916  -1.89497  0.025
Br  -4.47502  -1.62569  -0.39979  0.702
C  -0.71074  -0.79133  -1.44451  -0.248
C  -0.38905  0.11307  -2.44239  -0.103
C  -0.53570  -0.22354  -3.75676  -0.086
C  -0.97373  -1.46692  -4.11180  -0.116
C  -1.30619  -2.38123  -3.14873  -0.078
C  -1.17915  -2.02652  -1.83473  -0.140
H  -0.31857  -1.88275  2.39744  0.027
H  -0.44985  -2.88141  0.90430  -0.022
H  -1.86540  -2.07392  1.60469  0.000
H  1.53652  -0.20795  1.76975  -0.062
H  1.91414  -0.32485  0.07385  0.038
H  1.36997  1.24438  0.71258  -0.004
H  -1.61424  0.87353  2.13297  0.084
H  -2.77530  0.35618  0.92439  0.022
H  -1.51444  3.00125  1.23674  0.098
H  -0.78402  2.27919  -0.16128  0.098
H  -5.26608  3.51491  -0.58752  -0.032
H  -6.39342  1.34039  0.51112  0.088
H  -5.06908  0.58915  1.35514  0.055
H  -0.04008  1.09019  -2.12510  0.102
H  -0.29359  0.51368  -4.51404  0.111
H  -1.07164  -1.77146  -5.14704  0.021
H  -1.68293  -3.36620  -3.39177  0.112
H  -1.44066  -2.71620  -1.03928  0.047
C  4.73135  -1.32876  2.56262  -1.594
Br  3.01569  -2.09538  2.99238  0.595
Br  4.57018  0.54049  2.12295  0.570
Br  6.02046  -1.63529  3.96056  0.574
H  5.09436  -1.83339  1.67854  -0.027
C  2.61391  4.64311  2.69971  -1.604
Br  1.30222  3.26800  3.01910  0.568
Br  3.42953  5.25351  4.33252  0.596
Br  3.92918  4.06876  1.41418  0.543
H  2.09067  5.48572  2.27028  -0.027
C  0.67402  -3.09405  -7.98024  -1.634
Br  -1.21644  -2.85434  -7.68689  0.602
Br  1.65118  -3.12648  -6.32143  0.588
Br  1.03389  -4.65240  -9.05387  0.570
H  1.02027  -2.23572  -8.53802  -0.030
C  -1.95598  -6.06922  2.40108  -1.623
Br  -3.10754  -5.60686  3.87423  0.575
Br  -2.27719  -4.94693  0.87019  0.621
Br  -0.09740  -6.05283  2.91194  0.571
H  -2.19861  -7.08179  2.11229  -0.032
C  2.23880  -0.38068  6.77640  -1.634
Br  1.01399  -0.05658  8.22866  0.575
Br  1.85830  0.74322  5.25895  0.512
Br  4.07304  -0.21215  7.33742  0.567
H  2.09492  -1.40485  6.46058  -0.035
C  5.12835  5.12402  -2.47075  -1.653
Br  3.55517  4.07438  -2.83820  0.557
Br  6.45770  4.10058  -1.52298  0.552
Br  5.84890  5.91852  -4.07018  0.575
H  4.82686  5.93296  -1.82020  -0.033

Gap between HOMO and LUMO, eV: 8.9
Total charge: 0
HOMO energy, Ha: -0.3362
LUMO energy, Eh: -0.0075


DFT (wB97M-V/def2-TZVPD) results for one molecule with the formula C4H3NO2.

Last column: Löwdin charge in e.
CARTESIAN COORDINATES (ANGSTROEM)
C  0.66668  1.19742  -0.86131  -0.602
C  0.51653  -1.05029  -0.37134  -0.131
C  -0.59474  -0.89174  0.64405  -0.015
C  -0.82873  0.41658  0.83264  -0.053
H  0.70200  -1.98876  -0.70092  0.075
H  -0.90756  -1.84334  1.21467  0.139
H  -1.62871  0.77675  1.56752  0.151
N  1.05657  -0.16843  -1.07361  0.170
O  1.14516  2.12136  -1.38557  0.167
O  -0.12721  1.43045  0.13388  0.096

Gap between HOMO and LUMO, eV: 10.2
Total charge: 0
HOMO energy, Ha: -0.3774
SMILES: O=c1nccco1
LUMO energy, Eh: -0.0026


DFT (wB97M-V/def2-TZVPD) results for a 15-piece molecular cluster, C5H40O14S overall.

Last column: Löwdin charge in e.
CARTESIAN COORDINATES (ANGSTROEM)
C  2.40152  3.07357  1.99864  -0.132
C  2.00334  3.03710  0.48052  -0.290
C  0.75574  3.88684  0.13797  -0.246
C  -0.52444  3.22816  0.69514  -0.441
S  -0.33309  1.56082  1.49494  0.869
C  -0.19744  0.38208  0.16214  -0.413
H  2.19228  4.04978  2.50275  0.077
H  1.91707  2.13538  2.45022  0.033
H  3.54427  2.95871  2.11547  0.082
H  2.17557  1.99219  0.11861  0.097
H  2.68028  3.56586  -0.10549  0.067
H  0.72381  3.90432  -0.95039  0.085
H  0.71645  4.87022  0.55163  0.100
H  -0.94575  3.96060  1.50575  0.107
H  -1.32052  3.28571  -0.13594  0.069
H  0.79187  0.30934  -0.35242  0.022
H  -0.96739  0.36988  -0.61133  0.035
H  -0.45066  -0.46841  0.78426  0.017
H  -0.81813  -2.75121  3.89037  0.099
H  -0.79458  -3.40580  2.25372  0.094
O  -0.34228  -2.87221  3.01678  -0.118
H  2.69420  -1.07507  2.35810  -0.041
H  3.83237  -0.14577  1.96213  0.043
O  3.26607  -0.83234  1.64360  -0.036
H  0.00713  -0.28263  -2.79259  0.067
H  1.09227  0.62068  -3.02810  -0.040
O  0.31972  0.47867  -3.41385  -0.012
H  2.77674  -2.11227  -0.73337  0.064
H  2.57129  -0.63714  -0.13805  0.047
O  2.55635  -1.20827  -0.95526  -0.076
H  0.47796  -2.38494  -2.74407  0.166
H  0.93840  -1.64035  -1.44725  -0.023
O  0.16220  -1.76143  -1.97197  -0.080
H  1.58917  -5.07674  0.57177  0.000
H  1.43999  -3.94973  1.55025  -0.080
O  1.97265  -4.45379  1.09478  0.074
H  2.41351  -2.11034  4.09900  0.074
H  1.08439  -1.85928  3.33130  -0.056
O  1.83548  -1.48889  3.67619  0.007
H  -2.88284  2.91845  -3.04023  0.035
H  -2.99522  3.76824  -1.76573  -0.014
O  -3.51175  3.36121  -2.43110  -0.062
H  -3.21758  1.51519  -0.77309  -0.002
H  -2.77727  1.33474  0.56475  -0.010
O  -3.57903  1.22731  0.04200  -0.034
H  3.36367  -1.44661  -2.85702  -0.082
H  3.80159  -0.09461  -3.34234  0.033
O  3.88522  -1.03500  -3.44059  0.005
H  -4.73763  -1.77598  0.43642  0.177
H  -4.14782  -0.60324  -0.55205  -0.003
O  -4.19911  -1.55673  -0.50478  -0.117
H  -2.55049  -3.45709  0.49633  0.011
H  -2.94921  -2.15169  1.12908  0.034
O  -2.81900  -3.10666  1.37704  -0.106
H  -1.33504  -2.66918  -1.38564  -0.084
H  -2.75835  -2.56346  -1.02732  -0.016
O  -2.04075  -3.14903  -1.18792  0.007
H  -0.51730  3.23316  -2.09596  -0.065
H  -0.53162  1.78362  -2.96080  0.021
O  -0.93450  2.58041  -2.51971  -0.039

Gap between HOMO and LUMO, eV: 9.1
Total charge: 0
HOMO energy, Ha: -0.3382
LUMO energy, Eh: -0.0024


DFT (wB97M-V/def2-TZVPD) results for one molecule with the formula C3H6N2.

Last column: Löwdin charge in e.
CARTESIAN COORDINATES (ANGSTROEM)
C  -1.62292  -0.50932  -0.01407  -0.111
C  -0.85419  0.77617  -0.01960  -0.248
C  2.38254  -0.09961  0.04385  -0.028
H  -1.06029  -1.44078  -0.23117  0.059
H  -2.49834  -0.39030  -0.78840  0.105
H  -2.11841  -0.64529  0.98472  0.079
H  -1.50433  1.69349  0.04142  0.113
H  2.94408  -1.01763  0.08428  0.044
H  2.82675  0.88987  0.38974  0.083
N  0.39680  0.99867  -0.17571  -0.027
N  1.10830  -0.25525  -0.31505  -0.068

Gap between HOMO and LUMO, eV: 10.3
Total charge: 0
HOMO energy, Ha: -0.3473
SMILES: C=N/N=C\C
LUMO energy, Eh: 0.0313


DFT (wB97M-V/def2-TZVPD) results for C4H4O2Sr as an isolated structure.

Last column: Löwdin charge in e.
CARTESIAN COORDINATES (ANGSTROEM)
O  -1.67228  2.25517  1.48391  0.092
C  -1.76326  1.10107  1.12703  -0.248
C  -0.54069  0.35920  0.72450  0.028
H  -2.74008  0.59713  0.99348  0.135
H  0.18254  0.12641  1.51188  0.126
C  -0.35003  -0.17641  -0.57516  -0.037
C  0.88302  -0.78316  -0.99692  -0.270
O  2.02124  -0.41101  -0.75212  -0.212
Sr  4.52407  -1.15775  -1.12933  1.100
H  -1.12369  -0.02324  -1.33111  0.128
H  0.57917  -1.88742  -1.05616  0.158

Gap between HOMO and LUMO (alpha / beta), eV: 5.2 / 8.8
Multiplicity: 2
Total charge: +1
HOMO energy (alpha / beta), Ha: -0.3534 / -0.4892
LUMO energy (alpha / beta), Eh: -0.1640 / -0.1644


DFT (wB97M-V/def2-TZVPD) results for a 2-piece molecular cluster, C32H39NO2 overall.

Last column: Löwdin charge in e.
CARTESIAN COORDINATES (ANGSTROEM)
C  1.30176  2.00210  6.97181  -0.060
C  1.29390  1.77756  5.48782  -0.273
C  0.51876  2.59490  4.66346  -0.026
C  0.53281  2.45726  3.27616  -0.205
C  -0.34860  3.46013  2.57883  -0.059
C  1.31005  1.45026  2.67012  -0.115
C  1.31561  1.25893  1.16397  -0.311
C  1.95273  2.44714  0.43388  -0.027
C  -0.09590  0.93511  0.59648  -0.118
C  -0.78980  -0.23354  1.14697  0.169
C  -2.12941  -0.60848  0.94143  -0.083
C  -2.61873  -1.78325  1.62474  -0.170
C  -1.70751  -2.52827  2.55054  -0.033
C  -3.90064  -2.25699  1.41990  0.011
C  -4.80181  -1.59914  0.57061  -0.207
C  -6.19298  -2.12309  0.36220  -0.026
C  -4.35550  -0.44137  -0.07538  0.007
C  -3.07643  0.06938  0.07455  -0.138
C  -2.76641  1.31524  -0.69090  -0.024
C  2.08267  0.60686  3.50258  -0.200
C  2.93974  -0.49317  2.92322  -0.039
C  2.05510  0.77273  4.88726  -0.011
H  1.95832  1.28247  7.47222  0.074
H  1.65693  3.01610  7.20513  0.084
H  0.29202  1.90415  7.39518  0.081
H  -0.10556  3.38084  5.10407  0.124
H  -0.28550  3.51301  1.48886  0.049
H  -1.40222  3.29079  2.85874  0.091
H  -0.11074  4.46887  2.95881  0.094
H  1.93570  0.38977  0.91962  0.076
H  2.95622  2.64530  0.83000  0.097
H  2.05129  2.23871  -0.63809  0.092
H  1.36328  3.35471  0.57122  0.060
H  -0.72315  1.80807  0.79386  0.093
H  0.00141  0.83006  -0.49775  0.153
H  -0.15797  -0.87489  1.76150  0.130
H  -2.23535  -3.37215  3.00682  0.087
H  -0.84291  -2.93019  2.00459  0.107
H  -1.34034  -1.88632  3.36309  0.102
H  -4.21256  -3.17222  1.93809  0.133
H  -6.75458  -1.48418  -0.33029  0.084
H  -6.17956  -3.14304  -0.05144  0.100
H  -6.75071  -2.16785  1.30989  0.099
H  -5.05537  0.07274  -0.74228  0.126
H  -3.57977  1.50566  -1.40394  0.089
H  -2.71692  2.20564  -0.04700  0.105
H  -1.84330  1.23943  -1.27549  0.090
H  3.47739  -1.02573  3.71803  0.077
H  2.34535  -1.24203  2.37590  0.079
H  3.69737  -0.11000  2.22152  0.098
H  2.65604  0.10457  5.51416  0.116
C  1.67717  1.37701  -7.14816  -0.114
C  1.31402  1.58195  -5.81270  -0.090
C  1.06802  0.47654  -4.99306  -0.057
C  1.11594  -0.82397  -5.50369  -0.228
C  0.82528  -1.99587  -4.57568  -0.124
C  2.00485  -2.27511  -3.61394  -0.395
C  1.91671  -3.49139  -2.70231  -0.158
O  2.32060  -3.01774  -1.42190  -0.041
C  2.38210  -1.63102  -1.42966  -0.611
O  2.55249  -1.00566  -0.38369  -0.025
N  2.21703  -1.18732  -2.70812  0.081
C  1.50744  -1.01407  -6.84013  -0.052
C  1.79925  0.08020  -7.65951  -0.102
H  1.88799  2.23011  -7.78710  0.091
H  1.23695  2.58983  -5.40006  0.095
H  0.86538  0.60405  -3.93153  0.089
H  -0.06378  -1.76331  -3.95333  0.117
H  0.65590  -2.89850  -5.17926  0.108
H  2.88197  -2.50682  -4.26171  0.136
H  0.88760  -3.87455  -2.64628  0.111
H  2.61333  -4.27291  -3.03125  0.116
H  1.59417  -2.02816  -7.23190  0.104
H  2.12537  -0.07590  -8.69031  0.096

Gap between HOMO and LUMO, eV: 3.2
Total charge: 0
HOMO energy, Ha: -0.2267
LUMO energy, Eh: -0.1087


DFT (wB97M-V/def2-TZVPD) results for C25H24CoF3N2O6S as an isolated structure.

Last column: Löwdin charge in e.
CARTESIAN COORDINATES (ANGSTROEM)
Co  0.32058  -0.08097  0.50725  0.935
F  2.84015  0.50190  2.12495  0.073
C  2.22793  -0.37168  1.31990  -0.529
F  3.13640  -0.66844  0.35367  0.046
F  2.10706  -1.55458  2.07371  -0.014
O  -1.60476  1.58000  -1.09189  0.045
C  -0.80517  2.32023  -0.54611  -0.485
N  0.29068  1.89178  0.18097  -0.134
S  1.25453  3.14184  0.67363  0.636
O  1.20769  3.29297  2.09889  -0.286
O  2.52720  3.07587  0.01695  -0.285
C  0.24090  4.39388  -0.05215  -0.215
C  0.42525  5.76359  -0.02469  -0.028
C  -0.55977  6.54408  -0.61588  -0.065
C  -1.68497  5.96030  -1.20264  -0.064
C  -1.84338  4.58205  -1.22043  -0.002
C  -0.85927  3.80982  -0.63524  -0.137
H  1.29936  6.20357  0.44039  0.124
H  -0.45518  7.62177  -0.61960  0.106
H  -2.44205  6.59492  -1.64790  0.104
H  -2.70857  4.11079  -1.67060  0.121
C  -3.11824  -1.79680  1.31312  -0.042
C  -2.29719  -0.78398  2.09246  -0.501
C  -3.11490  0.44325  2.45450  -0.047
O  -1.20878  -0.37202  1.31421  -0.229
H  -3.95394  -2.15530  1.91940  0.086
H  -2.50270  -2.65143  1.02450  0.067
H  -3.50882  -1.33159  0.40370  0.085
H  -1.93983  -1.25205  3.01573  0.137
H  -3.47897  0.92104  1.54042  0.085
H  -2.49975  1.16191  2.99937  0.084
H  -3.96549  0.16092  3.07946  0.081
C  1.36136  -2.91932  -4.13524  -0.043
O  1.42361  -3.44496  -2.81307  -0.077
C  2.53451  -3.24500  -2.08716  -0.227
C  3.70686  -2.69968  -2.60299  0.001
C  4.86020  -2.66280  -1.83986  -0.059
C  4.86592  -3.17293  -0.54824  -0.077
C  3.69600  -3.67688  -0.02536  -0.030
C  2.52227  -3.69396  -0.76554  -0.140
N  1.39892  -4.30408  -0.11554  0.161
C  0.10675  -4.35647  -0.30463  0.022
C  -0.78392  -3.51748  -1.00134  -0.157
C  -2.00611  -4.10803  -1.41756  -0.046
C  -2.93780  -3.39558  -2.10864  -0.083
C  -2.68931  -2.02875  -2.36998  -0.048
C  -1.54603  -1.41456  -1.93516  0.000
C  -0.56168  -2.13397  -1.21656  -0.327
O  0.46525  -1.51803  -0.71529  -0.120
H  0.35744  -3.13464  -4.48826  0.097
H  2.09236  -3.40254  -4.78441  0.096
H  1.52018  -1.83995  -4.13448  0.106
H  3.72591  -2.32480  -3.61671  0.110
H  5.76440  -2.24802  -2.26725  0.112
H  5.76349  -3.15064  0.05329  0.111
H  3.66843  -4.02862  1.00161  0.124
H  1.70799  -4.89873  0.63949  0.157
H  -0.34636  -5.19302  0.22336  0.149
H  -2.17547  -5.15876  -1.20241  0.117
H  -3.85633  -3.86311  -2.43737  0.103
H  -3.43274  -1.44543  -2.90291  0.115
H  -1.38380  -0.35064  -2.07201  0.099

Gap between HOMO and LUMO (alpha / beta), eV: 7.4 / 7.5
Multiplicity: 5
Total charge: 0
HOMO energy (alpha / beta), Ha: -0.3143 / -0.3220
LUMO energy (alpha / beta), Eh: -0.0424 / -0.0467


total charge of number 6 (C4H4O2Sr)?
+1


total charge of number 5 (C3H6N2)?
0